(1)
{"formula": "C16H32CaN4O3Sb", "method": "wB97M-V/def2-TZVPD", "elements": ["Ca", "O", "N", "C", "C", "C", "C", "C", "H", "H", "H", "H", "H", "O", "N", "C", "N", "C", "N", "O", "H", "H", "H", "H", "H", "H", "C", "C", "C", "Sb", "C", "C", "C", "C", "C", "C", "H", "H", "H", "H", "H", "H", "H", "H", "H", "H", "H", "H", "H", "H", "H", "H", "H", "H", "H", "H", "H"], "positions_angstrom": [[0.530, 0.068, -1.131], [-1.325, -0.090, -2.073], [-2.562, 0.457, -2.041], [-3.619, -0.371, -2.052], [-4.896, 0.143, -2.026], [-5.081, 1.516, -1.996], [-3.969, 2.347, -1.998], [-2.711, 1.794, -2.025], [-3.382, -1.423, -2.086], [-5.732, -0.541, -2.038], [-6.079, 1.937, -1.974], [-4.067, 3.423, -1.986], [-1.798, 2.367, -2.046], [1.724, -1.003, -3.587], [1.444, -1.564, -2.647], [3.152, 3.813, -1.758], [2.461, 3.416, -2.988], [1.555, 2.450, -3.041], [0.971, 2.172, -4.221], [1.203, 1.815, -1.990], [3.478, 4.844, -1.866], [4.020, 3.186, -1.569], [2.472, 3.749, -0.919], [2.750, 3.850, -3.848], [1.247, 2.622, -5.076], [0.301, 1.427, -4.277], [3.284, -1.539, 3.395], [1.936, -0.821, 3.390], [2.061, 0.668, 3.702], [0.881, -1.078, 1.529], [0.717, -3.230, 1.345], [-0.457, -3.658, 0.463], [2.043, -3.712, 0.754], [-1.032, -0.240, 2.172], [-1.088, 1.205, 1.670], [-2.258, -1.025, 1.706], [3.778, -1.375, 4.357], [3.952, -1.155, 2.619], [3.184, -2.616, 3.267], [1.262, -1.295, 4.106], [2.683, 1.181, 2.965], [2.540, 0.795, 4.677], [1.094, 1.171, 3.754], [0.590, -3.619, 2.355], [-0.444, -3.151, -0.510], [-1.427, -3.480, 0.921], [-0.387, -4.729, 0.253], [2.160, -3.369, -0.278], [2.058, -4.804, 0.731], [2.916, -3.384, 1.314], [-0.998, -0.239, 3.260], [-1.173, 1.253, 0.572], [-0.223, 1.800, 1.962], [-1.981, 1.711, 2.050], [-2.263, -1.171, 0.619], [-3.176, -0.487, 1.969], [-2.317, -2.007, 2.170]], "homo_ev": [-14.27, -14.27], "spin_multiplicity": 2, "total_charge": 2, "de_lowest_kcal_mol": 16.95, "max_force_ev_per_a": 1.9, "gap_ev": [7.1, 7.5]}

=====

(2)
{"formula": "C10H22BCl3IN5O3P", "method": "wB97M-V/def2-TZVPD", "elements": ["C", "C", "C", "Cl", "N", "C", "C", "N", "C", "B", "O", "N", "C", "C", "N", "I", "C", "P", "N", "O", "O", "H", "H", "H", "H", "H", "H", "H", "H", "H", "H", "H", "H", "H", "H", "H", "H", "H", "H", "H", "H", "C", "Cl", "Cl", "H", "H"], "positions_angstrom": [[0.015, 1.907, 3.511], [-1.388, 1.849, 2.720], [-1.808, 0.393, 2.206], [-3.416, 0.608, 1.280], [-0.864, -0.227, 1.241], [-0.225, 0.367, 0.050], [-0.358, 1.865, -0.494], [-0.298, 2.001, -1.974], [0.596, -0.818, -0.539], [1.519, -0.802, -1.900], [2.897, -0.363, -1.807], [0.847, -1.203, -3.169], [1.526, -2.390, -3.817], [-0.570, -1.636, -2.963], [0.406, -1.964, 0.331], [1.419, -3.684, -0.147], [-0.500, -1.630, 1.400], [-1.091, -2.825, 2.753], [-0.723, -2.172, 4.154], [-0.363, -4.361, 2.680], [-2.765, -3.035, 2.614], [0.702, 1.015, 3.323], [0.524, 2.902, 3.226], [-0.223, 1.987, 4.628], [-1.360, 2.655, 1.914], [-2.206, 2.182, 3.468], [-2.052, -0.245, 3.118], [0.536, 2.457, -0.063], [-1.369, 2.265, -0.152], [0.672, 2.209, -2.276], [-0.558, 1.137, -2.471], [3.513, -1.124, -1.740], [1.272, -3.302, -3.171], [1.035, -2.575, -4.845], [2.656, -2.224, -3.888], [-1.271, -0.818, -2.584], [-0.703, -2.541, -2.274], [-0.978, -1.948, -4.001], [-0.103, -2.798, 4.704], [0.593, -4.289, 2.923], [-3.012, -3.958, 2.372], [1.394, 4.948, -2.145], [2.531, 4.264, -0.972], [1.604, 6.695, -2.292], [1.568, 4.487, -3.116], [0.377, 4.740, -1.815]], "homo_ev": -12.17, "total_charge": 1, "max_force_ev_per_a": 5.0, "gap_ev": 7.2}

=====

(3)
{"formula": "C4H4O4", "method": "wB97M-V/def2-TZVPD", "elements": ["C", "C", "C", "C", "H", "H", "H", "H", "O", "O", "O", "O"], "positions_angstrom": [[-0.700, 0.381, 0.847], [0.467, -1.089, 0.031], [0.692, 0.954, 0.161], [-0.444, -0.227, -1.041], [-1.146, 0.943, 1.661], [0.714, -2.119, -0.184], [1.115, 1.886, 0.510], [-0.768, -0.652, -1.979], [-1.533, 0.171, -0.234], [-0.295, -0.927, 1.184], [1.541, -0.184, 0.238], [0.286, 0.918, -1.188]], "homo_ev": -10.42, "de_lowest_kcal_mol": 63.21, "max_force_ev_per_a": 2.0, "gap_ev": 11.3}

=====

(4)
{"formula": "C2H6N4O", "method": "wB97M-V/def2-TZVPD", "elements": ["H", "N", "C", "N", "C", "O", "N", "N", "H", "H", "H", "H", "H"], "positions_angstrom": [[0.491, -1.409, -0.381], [-0.573, -1.657, -0.203], [-1.116, -0.503, -0.001], [-2.352, -0.041, 0.236], [-0.186, 0.769, -0.059], [-0.608, 1.900, 0.018], [1.210, 0.654, -0.334], [1.898, -0.519, 0.275], [-3.019, -0.791, -0.071], [-2.656, 0.845, -0.208], [1.663, 1.622, -0.078], [2.469, -0.254, 1.159], [2.779, -0.614, -0.354]], "homo_ev": -9.25, "de_lowest_kcal_mol": 64.32, "max_force_ev_per_a": 4.6, "gap_ev": 9.8}

=====

(5)
{"formula": "C18H39AlN2O7", "method": "wB97M-V/def2-TZVPD", "elements": ["Al", "O", "H", "C", "C", "C", "N", "C", "C", "C", "C", "C", "H", "H", "H", "H", "H", "H", "H", "H", "H", "H", "H", "H", "H", "H", "H", "H", "H", "H", "C", "C", "C", "N", "C", "C", "C", "C", "C", "H", "H", "H", "H", "H", "H", "H", "H", "H", "H", "H", "H", "H", "H", "H", "H", "H", "H", "O", "C", "O", "O", "H", "O", "C", "O", "O", "H"], "positions_angstrom": [[-1.701, -1.408, -4.322], [-0.681, -0.891, -1.715], [-0.100, -0.987, -0.935], [-4.096, -2.964, 0.672], [-2.744, -3.016, 1.439], [-1.778, -3.582, 0.351], [-0.339, -3.539, 0.684], [-0.035, -4.554, 1.797], [-0.041, -2.092, 1.235], [1.494, -1.987, 1.103], [1.888, -3.017, -0.003], [0.718, -3.825, -0.421], [-4.782, -2.385, 1.291], [-4.521, -3.938, 0.430], [-3.975, -2.354, -0.224], [-2.893, -3.538, 2.384], [-2.614, -1.976, 1.739], [-1.812, -2.852, -0.458], [-1.992, -4.568, -0.060], [-0.193, -5.493, 1.266], [-0.711, -4.327, 2.621], [1.020, -4.579, 2.069], [-0.380, -1.849, 2.242], [-0.566, -1.424, 0.553], [2.045, -2.073, 2.039], [1.666, -1.022, 0.626], [2.717, -3.557, 0.452], [2.223, -2.471, -0.885], [0.762, -4.907, -0.551], [0.276, -3.307, -1.272], [0.872, 4.068, 3.880], [0.564, 3.653, 2.406], [1.425, 4.250, 1.232], [1.293, 3.368, -0.026], [1.657, 1.864, 0.207], [2.014, 4.053, -1.314], [1.399, 3.380, -2.430], [-0.030, 3.089, -2.085], [-0.137, 3.289, -0.603], [1.543, 3.347, 4.346], [-0.025, 4.068, 4.499], [1.201, 5.100, 3.996], [-0.443, 4.000, 2.175], [0.314, 2.593, 2.462], [2.478, 4.087, 1.465], [1.227, 5.317, 1.138], [1.567, 1.369, -0.760], [1.079, 1.281, 0.924], [2.686, 1.916, 0.564], [3.075, 3.855, -1.162], [1.805, 5.115, -1.182], [1.814, 2.404, -2.679], [1.369, 3.863, -3.407], [-0.298, 2.064, -2.342], [-0.621, 3.841, -2.608], [-0.585, 2.424, -0.113], [-0.693, 4.207, -0.409], [-2.503, 0.289, -0.365], [-3.544, 0.575, -1.271], [-3.523, 0.192, -2.460], [-4.626, 1.123, -0.837], [-1.741, -0.019, -0.861], [2.100, -0.575, -2.444], [2.362, -1.164, -3.617], [1.383, -1.504, -4.306], [3.527, -1.549, -3.823], [1.162, -0.753, -2.339]], "homo_ev": -14.24, "total_charge": 2, "de_lowest_kcal_mol": 50.68, "max_force_ev_per_a": 5.1, "gap_ev": 2.4}

=====

(6)
{"formula": "C3H5ClO2", "method": "wB97M-V/def2-TZVPD", "elements": ["C", "C", "C", "O", "O", "Cl", "H", "H", "H", "H", "H"], "positions_angstrom": [[-1.645, -0.852, -0.091], [-0.411, -0.704, -0.568], [0.624, 0.155, 0.097], [0.374, 0.449, 1.297], [0.784, 1.236, -0.768], [2.197, -0.781, 0.036], [-2.461, -1.253, -0.553], [-1.854, -0.359, 0.797], [0.131, -0.878, -1.536], [1.023, 1.003, 1.724], [1.237, 1.984, -0.435]], "homo_ev": -10.13, "de_lowest_kcal_mol": 42.83, "max_force_ev_per_a": 5.4, "gap_ev": 10.6}

=====

(7)
{"formula": "C37H33F6GeN6O5RuS3", "method": "wB97M-V/def2-TZVPD", "elements": ["Ru", "F", "C", "F", "F", "S", "O", "O", "N", "S", "O", "O", "C", "F", "F", "F", "S", "C", "N", "N", "C", "C", "C", "C", "C", "C", "N", "N", "C", "C", "C", "C", "C", "C", "H", "H", "H", "H", "H", "H", "H", "H", "H", "H", "H", "C", "N", "C", "C", "O", "H", "H", "H", "H", "H", "H", "H", "C", "Ge", "C", "C", "C", "C", "C", "C", "C", "C", "C", "C", "C", "C", "C", "C", "C", "C", "C", "C", "H", "H", "H", "H", "H", "H", "H", "H", "H", "H", "H", "H", "H", "H", "H"], "positions_angstrom": [[0.808, -0.470, -1.294], [3.362, -4.104, 0.268], [2.175, -4.425, -0.270], [2.142, -5.756, -0.395], [1.225, -4.049, 0.576], [2.027, -3.580, -1.910], [2.315, -2.207, -1.511], [3.040, -4.232, -2.683], [0.641, -3.848, -2.529], [-0.837, -3.534, -2.050], [-0.974, -2.869, -0.783], [-1.745, -3.382, -3.138], [-1.307, -5.262, -1.553], [-2.598, -5.270, -1.168], [-0.584, -5.728, -0.525], [-1.185, -6.136, -2.561], [2.281, 1.191, -2.565], [3.258, 1.462, -1.168], [4.439, 2.183, -1.380], [5.412, 1.904, -0.506], [5.794, 0.660, 0.012], [5.293, -0.549, -0.478], [5.751, -1.741, 0.057], [6.710, -1.758, 1.064], [7.221, -0.556, 1.533], [6.769, 0.646, 1.012], [2.983, 1.118, 0.047], [1.841, 0.361, 0.226], [1.571, 0.114, 1.560], [0.576, -0.823, 1.892], [0.221, -1.050, 3.210], [0.857, -0.373, 4.245], [1.869, 0.528, 3.929], [2.230, 0.775, 2.616], [6.121, 2.613, -0.469], [4.549, -0.567, -1.262], [5.340, -2.668, -0.322], [7.047, -2.699, 1.481], [7.969, -0.548, 2.319], [7.151, 1.587, 1.393], [0.084, -1.383, 1.101], [-0.571, -1.761, 3.425], [0.577, -0.552, 5.277], [2.385, 1.059, 4.723], [3.004, 1.487, 2.376], [-2.696, 1.279, -3.767], [-1.581, 0.368, -3.859], [-0.420, 1.033, -4.416], [-1.337, -0.360, -2.605], [-0.246, -1.240, -2.766], [-2.904, 1.694, -4.758], [-2.512, 2.125, -3.081], [-3.589, 0.756, -3.420], [-0.663, 1.359, -5.432], [0.412, 0.335, -4.466], [-0.104, 1.912, -3.834], [-2.262, -0.937, -2.437], [-0.898, 0.454, -1.391], [-2.023, 1.055, 0.041], [-1.078, 2.587, 0.832], [-0.549, 2.595, 2.119], [0.198, 3.673, 2.579], [0.427, 4.765, 1.755], [-0.075, 4.765, 0.459], [-0.813, 3.682, 0.005], [-2.639, -0.114, 1.514], [-2.759, -1.497, 1.424], [-3.311, -2.236, 2.464], [-3.753, -1.602, 3.617], [-3.657, -0.220, 3.716], [-3.117, 0.513, 2.667], [-3.802, 1.664, -0.601], [-4.738, 0.690, -0.956], [-5.994, 1.033, -1.436], [-6.347, 2.371, -1.562], [-5.438, 3.353, -1.197], [-4.181, 2.998, -0.720], [-0.683, 1.735, 2.771], [0.622, 3.640, 3.575], [1.019, 5.601, 2.110], [0.130, 5.596, -0.206], [-1.149, 3.668, -1.029], [-2.405, -2.011, 0.541], [-3.386, -3.314, 2.371], [-4.173, -2.180, 4.433], [-4.005, 0.290, 4.608], [-3.065, 1.594, 2.754], [-4.482, -0.362, -0.859], [-6.696, 0.254, -1.715], [-7.326, 2.644, -1.941], [-5.705, 4.401, -1.284], [-3.485, 3.782, -0.438]], "homo_ev": [-1.32, -1.87], "spin_multiplicity": 6, "total_charge": -2, "de_lowest_kcal_mol": 15.81, "max_force_ev_per_a": 1.4, "gap_ev": [5.6, 6.0]}

=====

(8)
{"formula": "C4H6O2", "method": "wB97M-V/def2-TZVPD", "elements": ["O", "C", "C", "C", "O", "C", "H", "H", "H", "H", "H", "H"], "positions_angstrom": [[1.638, -0.647, -1.898], [0.879, -0.298, -1.036], [1.044, 0.491, 0.261], [-0.470, 0.327, 0.513], [-0.694, -0.403, 1.694], [-0.628, -0.459, -0.822], [1.657, -0.019, 1.009], [1.405, 1.515, 0.136], [-1.019, 1.276, 0.526], [-1.626, -0.333, 1.930], [-1.219, 0.044, -1.592], [-0.967, -1.493, -0.721]], "homo_ev": -9.58, "de_lowest_kcal_mol": 29.82, "max_force_ev_per_a": 0.6, "gap_ev": 10.3}

=====

(9)
{"formula": "C12H12S", "method": "wB97M-V/def2-TZVPD", "elements": ["C", "C", "S", "C", "C", "C", "C", "C", "C", "C", "C", "C", "C", "H", "H", "H", "H", "H", "H", "H", "H", "H", "H", "H", "H"], "positions_angstrom": [[3.124, -0.085, 1.383], [2.892, -0.179, -0.068], [3.991, -0.799, -1.076], [1.291, -0.076, -0.518], [0.518, -1.397, -0.545], [-0.840, -1.166, -0.370], [-1.976, -1.987, -0.353], [-3.224, -1.462, -0.249], [-3.461, -0.065, -0.222], [-2.378, 0.820, -0.109], [-1.050, 0.285, -0.220], [0.248, 0.913, -0.118], [0.494, 2.426, 0.117], [3.840, -0.796, 1.702], [2.104, -0.245, 1.878], [3.320, 0.923, 1.637], [1.382, 0.030, -1.611], [0.836, -2.363, -0.871], [-1.696, -2.974, -0.414], [-4.022, -2.161, -0.344], [-4.465, 0.327, -0.257], [-2.769, 1.881, 0.037], [1.233, 2.795, -0.666], [1.136, 2.448, 1.007], [-0.529, 2.904, 0.250]], "homo_ev": -7.17, "de_lowest_kcal_mol": 34.53, "max_force_ev_per_a": 3.7, "gap_ev": 6.8}

=====

(10)
{"formula": "CH11O5", "method": "wB97M-V/def2-TZVPD", "elements": ["C", "O", "H", "H", "H", "H", "H", "O", "H", "H", "O", "H", "H", "O", "H", "H", "O"], "positions_angstrom": [[-0.360, 1.500, 1.005], [-0.982, 0.307, 0.577], [0.708, 1.693, 0.880], [-0.893, 2.357, 0.571], [-0.520, 1.475, 2.089], [-2.202, -1.592, 2.282], [-2.164, -0.309, 1.665], [-2.815, -0.850, 2.195], [2.398, -0.182, -0.129], [3.412, 0.859, 0.037], [3.377, -0.096, -0.135], [0.468, -1.946, -0.440], [-0.326, -0.425, 0.109], [0.625, -1.048, -0.734], [0.682, 0.791, -2.751], [0.013, -0.428, -2.229], [-0.098, 0.274, -2.928]], "homo_ev": -5.23, "total_charge": -1, "de_lowest_kcal_mol": 14.72, "max_force_ev_per_a": 1.5, "gap_ev": 8.9}

=====

(11)
{"formula": "C14H17BaIN2O2", "method": "wB97M-V/def2-TZVPD", "elements": ["C", "C", "H", "H", "H", "H", "H", "H", "C", "C", "C", "C", "H", "H", "H", "H", "N", "C", "C", "N", "C", "C", "C", "H", "H", "C", "H", "H", "Ba", "I", "C", "C", "O", "O", "H", "H", "H"], "positions_angstrom": [[0.944, 2.088, 3.007], [0.928, -2.108, 3.150], [1.989, 2.049, 2.612], [0.655, 1.421, 3.831], [0.180, 2.682, 2.491], [1.103, -2.832, 2.337], [1.771, -1.435, 3.437], [-0.078, -1.940, 3.543], [0.683, 2.616, -1.031], [0.789, 3.441, -2.154], [0.705, 2.859, -3.424], [0.542, 1.454, -3.522], [0.780, 3.050, -0.040], [0.947, 4.508, -2.006], [0.792, 3.505, -4.322], [0.515, 0.984, -4.503], [0.458, 1.289, -1.156], [0.438, 0.665, -2.352], [0.313, -0.810, -2.350], [0.333, -1.429, -1.155], [0.239, -2.771, -1.017], [0.022, -3.010, -3.405], [0.068, -3.596, -2.136], [0.271, -3.207, -0.025], [-0.030, -4.668, -1.987], [0.150, -1.601, -3.513], [0.106, -1.134, -4.494], [-0.107, -3.659, -4.297], [0.240, -0.067, 1.246], [3.634, -0.174, 0.457], [-2.479, 0.302, 3.808], [-3.221, 0.217, 2.498], [-4.457, 0.264, 2.561], [-2.441, 0.095, 1.452], [-3.116, 0.435, 4.672], [-1.763, 1.132, 3.807], [-1.902, -0.614, 3.981]], "homo_ev": [-7.85, -7.85], "de_lowest_kcal_mol": 95.00, "max_force_ev_per_a": 2.2, "gap_ev": [6.3, 6.3]}

=====

(12)
{"formula": "C5H13NO", "method": "wB97M-V/def2-TZVPD", "elements": ["N", "C", "C", "C", "C", "C", "O", "H", "H", "H", "H", "H", "H", "H", "H", "H", "H", "H", "H", "H"], "positions_angstrom": [[-1.978, 2.181, 0.441], [-0.936, 1.472, 1.146], [0.291, 1.212, 0.191], [-0.011, 0.094, -0.860], [-0.157, -1.381, -0.294], [1.292, -1.853, 0.006], [1.882, -2.134, -1.271], [-2.955, 1.979, 0.868], [-1.982, 2.045, -0.536], [-0.512, 2.018, 2.012], [-1.195, 0.453, 1.550], [0.509, 2.075, -0.455], [1.213, 1.066, 0.801], [-0.919, 0.341, -1.398], [0.741, 0.210, -1.632], [-0.739, -1.407, 0.612], [-0.499, -1.986, -1.151], [1.906, -1.080, 0.527], [1.260, -2.855, 0.531], [2.788, -2.452, -1.087]], "homo_ev": -9.05, "de_lowest_kcal_mol": 35.30, "max_force_ev_per_a": 3.7, "gap_ev": 10.0}